# C42H46CuN3O7P3S

A molecular structure, C42H46CuN3O7P3S (ωB97M-V with the def2-TZVPD basis set, the OMol25 dataset).

Atoms and positions in Å:
Cu -0.348 -0.219 0.040
O 4.644 0.871 -4.996
S 6.093 0.860 -4.869
O 6.723 2.142 -5.109
O 6.753 -0.284 -5.468
C 6.338 0.587 -3.082
N 7.456 1.035 -2.507
C 7.525 0.908 -1.190
C 6.495 0.388 -0.420
C 5.396 -0.078 -1.122
N 5.339 -0.008 -2.447
C 4.139 -0.554 -0.491
C 3.750 -0.139 0.777
C 2.452 -0.388 1.184
N 1.575 -1.062 0.440
C 1.991 -1.568 -0.725
C 3.249 -1.317 -1.235
H 8.438 1.263 -0.719
H 6.572 0.342 0.657
H 4.393 0.468 1.399
H 2.081 0.017 2.119
H 1.245 -2.118 -1.287
H 3.525 -1.644 -2.228
C -3.643 -2.310 1.184
C -4.360 -1.145 0.513
C -5.651 -1.606 -0.149
C -4.636 -0.048 1.531
O -3.528 -0.522 -0.485
P -2.626 -1.384 -1.505
O -3.350 -2.562 -2.034
O -1.283 -1.643 -0.836
O -2.394 -0.214 -2.587
C -2.201 -0.471 -4.002
C -1.209 -1.607 -4.213
C -3.553 -0.775 -4.634
C -1.636 0.826 -4.556
H -4.273 -2.706 1.983
H -2.697 -1.980 1.613
H -3.438 -3.107 0.470
H -6.325 -2.028 0.599
H -5.432 -2.354 -0.909
H -6.146 -0.758 -0.625
H -5.279 -0.432 2.325
H -5.124 0.804 1.058
H -3.701 0.306 1.967
H -1.607 -2.548 -3.836
H -0.271 -1.390 -3.699
H -0.998 -1.712 -5.278
H -3.969 -1.682 -4.203
H -3.440 -0.903 -5.713
H -4.238 0.055 -4.450
H -0.674 1.060 -4.094
H -2.329 1.647 -4.374
H -1.480 0.735 -5.632
C -1.302 2.792 -1.208
P -0.089 1.967 -0.111
C 1.495 2.262 -0.981
C 2.511 3.103 -0.534
C 3.684 3.232 -1.269
C 3.858 2.528 -2.452
C 2.860 1.674 -2.902
C 1.691 1.543 -2.164
C -0.046 3.042 1.354
C -0.197 2.463 2.608
C -0.199 3.249 3.754
C -0.050 4.623 3.648
C 0.096 5.212 2.398
C 0.094 4.427 1.259
P -2.980 2.756 -0.422
C -4.051 2.983 -1.892
C -3.670 3.642 -3.058
C -4.542 3.744 -4.132
C -5.809 3.183 -4.054
C -6.197 2.517 -2.902
C -5.321 2.415 -1.832
C -3.057 4.433 0.330
C -3.317 4.491 1.696
C -3.372 5.710 2.360
C -3.168 6.888 1.660
C -2.915 6.844 0.293
C -2.864 5.626 -0.364
H -1.364 2.146 -2.090
H -0.967 3.786 -1.516
H 2.404 3.652 0.392
H 4.469 3.886 -0.910
H 4.774 2.620 -3.024
H 3.029 1.096 -3.804
H 0.921 0.855 -2.505
H -0.328 1.388 2.684
H -0.323 2.787 4.725
H -0.055 5.238 4.539
H 0.197 6.286 2.311
H 0.193 4.896 0.288
H -2.676 4.063 -3.146
H -4.228 4.251 -5.035
H -6.485 3.254 -4.896
H -7.176 2.059 -2.842
H -5.611 1.864 -0.945
H -3.465 3.568 2.243
H -3.568 5.735 3.424
H -3.209 7.840 2.173
H -2.762 7.762 -0.260
H -2.676 5.607 -1.433

Properties
* F_max: 0.4 eV/Å
* gap between HOMO and LUMO: 7.786 eV
* charge: -1
* LUMO level: 1.86 eV
* energy: -5382.05248 hartree
* spin multiplicity: 1

Here are the Mulliken charges for atoms 1 to 2, given in e: -0.47, -0.65